C10H10N2 | wB97M-V/def2-TZVPD

Positions of all 22 atoms, in Å:
1 C -1.322 0.620 -3.428
2 C -0.491 0.640 -2.248
3 C 0.742 0.204 -2.474
4 C 1.414 -0.222 -1.342
5 C 0.859 0.009 -0.141
6 C 1.401 -0.717 1.372
7 C 0.494 -0.535 2.523
8 C -1.213 0.246 1.305
9 C -0.484 0.299 0.059
10 C -1.186 0.843 -1.026
11 H 1.177 0.027 -3.493
12 H 2.326 -1.086 -1.468
13 H 1.770 -1.810 1.178
14 H 2.577 -0.487 1.845
15 H -0.369 -1.410 2.391
16 H 0.956 -0.833 3.514
17 H 0.051 1.511 1.791
18 H -1.794 -0.729 1.364
19 H -2.212 0.816 0.919
20 H -2.265 0.953 -0.986
21 N -2.078 1.114 -4.223
22 N -0.354 0.550 2.569

Output
Total charge = 0
Electronic energy = -13505.4000 eV
Energy relative to the best compared isomer or geometry (same formula, charge and spin) = 177.46 kcal per mole
HOMO energy = -9.39 eV
LUMO = 0.0578 eV
HOMO-LUMO gap = 9.443 eV